The following is a DFT calculation (ωB97M-V/def2-TZVPD) of a cluster of 2 separate species, C4H6O2 in total.

Calculated values
Energy above the lowest of the compared OMol25 structures with the same formula, charge and spin: 5.848 eV
HOMO: -0.322 Ha
LUMO: 0.07 eV
HOMO-LUMO gap: 0.3249 Eh

```
12
Properties=species:S:1:pos:R:3:forces:R:3:nbo_charge:R:1
O -0.883189 -0.498716 -0.438200 -0.2 0.1 0.0 -0.479
O -2.126424 -1.420425 -2.220158 0.5 0.1 0.4 -0.516
C 0.008124 -1.658387 -0.797352 0.2 -0.2 0.0 -0.198
C 0.973314 1.019763 0.055792 -0.2 0.3 0.3 -0.036
C -1.235715 -1.308306 -1.441738 -0.3 -0.1 -0.4 0.771
C 0.455358 1.349813 1.398889 -0.1 -0.2 -0.1 -0.783
H 0.039393 -2.427460 -0.030288 0.0 0.1 -0.1 0.209
H 1.227592 2.082223 1.716379 0.0 0.0 -0.1 0.273
H 0.583705 1.808109 -0.622336 0.1 -0.1 0.1 0.092
H 0.962238 -1.334371 -1.202789 -0.1 -0.1 0.0 0.237
H -0.511981 1.864842 1.467196 0.2 0.0 0.0 0.215
H 0.507586 0.522915 2.114605 0.0 0.1 -0.1 0.215
```
Forces are in eV/Å.